DFT (wB97M-V/def2-TZVPD) results for a structure of composition C17H19BrN7NiP.

Element x y z (Å)
1 H -0.79731 1.83039 -5.50078
2 H -0.93130 -0.69613 5.33052
3 C -0.46511 2.27806 -4.57561
4 H 0.07789 4.16485 -5.44805
5 C -1.30508 -1.26659 0.24340
6 C -3.17268 -1.56897 -0.87075
7 C 0.35760 3.32026 -2.22608
8 H -0.37604 1.98308 4.87381
9 N -1.47772 -0.18268 -0.50974
10 H 2.77038 -3.81433 -0.04767
11 C -2.63762 -0.35919 -1.20742
12 P 0.06440 -1.52358 1.42926
13 C 0.02475 3.57590 -4.54216
14 H 4.31007 -1.38475 -1.06953
15 H 0.84107 -0.62541 5.24311
16 Ni -0.12270 1.31508 -0.32944
17 C 2.92973 -3.02807 0.68759
18 C -0.30744 1.59022 3.87426
19 C -0.07153 -0.76882 4.66899
20 H 0.84997 5.12504 -3.27298
21 H 3.97844 -3.01135 0.97187
22 Br 0.91603 3.87687 -0.49975
23 N -0.22329 1.26009 1.68249
24 C -2.53257 -3.42029 0.69352
25 N 2.56690 -1.72987 0.12361
26 H -0.45873 3.25384 2.43683
27 C 1.42857 -1.02823 0.31952
28 C 2.64272 0.09239 -1.08698
29 H -4.06781 -2.06770 -1.19931
30 C -0.34579 2.20649 2.65831
31 H 2.32730 -3.22763 1.56887
32 H -3.02386 0.37995 -1.88830
33 H -0.88361 0.53831 -3.36617
34 C 3.34314 -1.03115 -0.75637
35 C 0.45535 4.12190 -3.33982
36 H -3.15477 -4.04095 0.05559
37 N -0.16870 0.25314 3.62925
38 N -0.12001 2.07834 -2.23238
39 N 1.46161 0.08643 -0.40646
40 H -0.05575 -1.75351 4.21124
41 C -0.11446 0.08079 2.29098
42 C -0.52164 1.55735 -3.39837
43 H -3.03121 -3.27910 1.65050
44 H -1.58014 -3.92003 0.84700
45 H 2.92210 0.89170 -1.75190
46 N -2.32114 -2.13213 0.03549

Summary:
Net charge: +2
HOMO-LUMO gap (alpha / beta), Ha: 0.3450 / 0.3120
2S+1: 3
Relative energy (zero: lowest compared OMol25 entry of this formula, charge and spin), kcal per mole: 0.1
E_tot, Ha: -5465.7672
Max |F|, Eh/bohr: 0.0033
LUMO energy (alpha / beta), eV: -5.42 / -6.31

Atomic partial charges in e from the Mulliken method, atoms 1 to 6: 0.434 0.368 -0.901 0.420 0.239 -0.395

=====

DFT (wB97M-V/def2-TZVPD) results for a cluster of 2 separate species, CH8N2S in total in a non-equilibrium geometry.

Element x y z (Å)
1 H -0.42266 -1.72182 0.59797
2 H 1.30140 -0.72592 -1.14299
3 H 2.23907 0.41761 -0.58198
4 C 1.05003 -0.24994 0.84992
5 N 1.26334 0.11324 -0.59432
6 H 1.93529 -0.84188 1.14195
7 H -0.92353 -0.38099 1.41916
8 N -0.12992 -0.95539 1.17976
9 S -2.14935 1.17366 -0.89034
10 H -2.27020 0.32090 -1.93068
11 H -2.86900 2.16144 -1.45033
12 H 0.97552 0.68910 1.40187

Summary:
HOMO-LUMO gap, Ha: 0.3613
Relative energy (zero: lowest compared OMol25 entry of this formula, charge and spin), kcal per mole: 10.0
E_tot, Ha: -550.5636
Max |F|, Eh/bohr: 0.0219
LUMO energy, eV: 0.91

Atomic partial charges in e from the Mulliken method, atoms 1 to 6: 0.194 0.224 0.245 -0.426 -0.571 0.307

=====

DFT (wB97M-V/def2-TZVPD) results for a structure of composition C31H50IrNPSeSi3.

Element x y z (Å)
1 H 2.17561 -2.00357 0.83864
2 H -2.29029 0.39915 -3.37565
3 H 2.88612 -3.06541 -1.41304
4 H -2.64573 -1.67072 1.09486
5 H 2.51412 2.41561 -0.77376
6 H 3.06351 -2.22159 -2.94625
7 C -2.09201 -0.28953 4.73164
8 C 2.37490 -1.70448 1.87248
9 C -2.76427 1.68882 2.53685
10 H 7.30911 -0.23781 1.71895
11 Ir 0.27204 0.33866 0.21651
12 H 2.93878 -2.52646 2.32521
13 H 5.83942 1.62324 0.56708
14 H 4.38825 -3.20458 -2.31942
15 C -0.15761 5.06326 0.69602
16 C -1.44916 0.81068 -2.81497
17 C -1.49438 -3.73497 -2.58741
18 H 3.81374 2.95950 0.30249
19 H -2.59179 -1.97356 -3.11870
20 C 3.58754 2.39772 -0.60312
21 H -0.25863 -5.33494 -1.87721
22 H -1.91758 -4.32207 -3.39131
23 C 7.32008 -0.63411 0.70308
24 H -0.29520 6.13007 0.81391
25 Si 0.84052 -1.42936 2.93836
26 C 0.22284 2.87954 1.63841
27 H 2.02830 -0.26479 4.86272
28 H 5.89409 -2.44801 -0.72807
29 C -0.15470 0.08242 2.29330
30 H 0.03038 2.63869 -1.64076
31 Si 0.68564 1.62278 2.97918
32 H -3.14084 -0.15613 5.01506
33 H -2.49903 2.41019 3.31428
34 H 2.86864 1.37250 1.78301
35 H -3.99532 -1.14074 2.10337
36 H 8.08648 -0.08439 0.15222
37 Se 1.76698 0.00671 -1.88124
38 H -1.57925 1.89147 -2.78124
39 H -0.52930 0.55774 -3.33581
40 N 0.16490 2.33821 0.39910
41 H 0.10472 4.67089 2.78957
42 H 2.90995 2.64124 3.00773
43 H 0.53764 1.61515 5.44474
44 C 3.50056 -0.09776 -1.17110
45 H -2.47011 2.12786 1.58242
46 H 0.53398 -1.05531 5.36955
47 C -0.55700 -4.30516 -1.73355
48 C 1.39353 -1.13533 4.70115
49 H 3.06428 0.95068 3.48014
50 C -0.42592 -2.26003 -0.51678
51 H -0.31433 5.08052 -1.46047
52 C -0.00770 3.12698 -0.67979
53 H -2.82470 -2.28039 2.72501
54 C -1.35328 -1.67270 -1.37761
55 H 4.05414 2.92203 -1.44000
56 C 5.38753 -1.49242 -0.66349
57 P -1.50739 0.09978 -1.14685
58 H 7.61381 -1.68079 0.73632
59 C -0.17849 4.48597 -0.56813
60 C -3.16420 0.59237 -0.64582
61 H 0.69883 -4.01770 -0.00902
62 H 3.04771 -0.84253 1.83855
63 H -1.50150 0.37814 5.35586
64 H 0.80429 3.22882 4.80996
65 H -0.81639 2.52572 4.77083
66 C 4.16768 -1.34269 -1.29860
67 H -3.85442 1.60748 2.54949
68 C 3.59237 -2.51678 -2.04086
69 C 0.06105 4.25062 1.79319
70 C 5.98836 -0.45314 0.04440
71 H -0.11531 -1.74498 0.42000
72 H -3.25991 1.67625 -0.72614
73 H -3.83607 0.12280 -1.36882
74 H -0.80256 -3.06061 3.81813
75 H 1.96427 -2.01465 5.01343
76 C -0.01196 -3.56852 -0.69012
77 C 4.12707 0.99824 -0.52761
78 H -1.82731 -1.31714 4.98771
79 C 5.34781 0.78845 0.07943
80 C -2.92939 -1.38740 2.10888
81 H 0.61104 -3.84896 3.14215
82 C 2.55164 1.62904 2.79779
83 Si -1.96000 0.02318 2.89279
84 C 0.24318 2.30357 4.65055
85 C -1.88415 -2.41242 -2.42647
86 C -0.11080 -3.04408 2.97281
87 H -3.42965 0.27298 0.35289
88 H -0.68010 -3.28932 2.07997

Summary:
Net charge: +2
HOMO-LUMO gap (alpha / beta), Ha: 0.2518 / 0.2123
2S+1: 2
Relative energy (zero: lowest compared OMol25 entry of this formula, charge and spin), kcal per mole: 7.1
E_tot, Ha: -4981.1924
Max |F|, Eh/bohr: 0.0060
LUMO energy (alpha / beta), eV: -6.81 / -8.22

Atomic partial charges in e from the Mulliken method, atoms 1 to 6: -0.284 0.592 0.271 0.294 0.095 0.410

=====

DFT (wB97M-V/def2-TZVPD) results for an isolated molecule of C3H3BrClF3 in a non-equilibrium geometry.

Element x y z (Å)
1 C -0.07579 -0.58764 0.29276
2 F -2.18508 -0.55990 -0.84478
3 F -0.88975 1.11255 -1.25052
4 Br 0.22285 -2.25413 -0.59757
5 Cl 1.59917 1.44908 1.39327
6 H -0.38274 -0.69891 1.29889
7 C 1.42179 0.25675 0.16824
8 C -1.26087 0.23549 -0.31687
9 H 1.47027 0.64769 -0.91378
10 H 1.97358 -0.58580 0.14877
11 F -1.89342 0.98482 0.62158

Summary:
HOMO-LUMO gap, Ha: 0.4179
Relative energy (zero: lowest compared OMol25 entry of this formula, charge and spin), kcal per mole: 11.8
E_tot, Ha: -3449.9035
Max |F|, Eh/bohr: 0.1122
LUMO energy, eV: 0.61

Atomic partial charges in e from the Mulliken method, atoms 1 to 6: -0.600 -0.247 -0.264 -0.071 -0.136 0.463

=====

DFT (wB97M-V/def2-TZVPD) results for the ion C20H17ClN3O3 with charge +1 in a non-equilibrium geometry.

Element x y z (Å)
1 C 2.42967 1.65363 -3.94538
2 C -0.86247 -3.59986 2.99356
3 H -2.61962 1.04705 -0.41596
4 C 0.07961 1.07572 -3.23592
5 C 1.51235 4.82725 -5.81658
6 H 0.78535 2.81848 -5.76637
7 H -2.07668 -2.27731 5.86962
8 H 0.79120 5.14408 -6.55410
9 C 2.44220 5.72610 -5.32139
10 N -0.87952 -4.56482 5.24463
11 H -1.88593 0.65713 -2.49437
12 H 2.23311 0.98107 -4.77974
13 C 3.36648 4.00046 -3.93345
14 O 0.07880 0.00225 0.96696
15 Cl -0.82395 -2.74836 0.44784
16 C -1.09824 0.25293 0.96236
17 N -0.68798 1.53106 -1.04546
18 H -1.78182 2.27670 0.57046
19 H -0.13224 0.68941 -4.22031
20 C -1.19294 -3.47151 4.33352
21 C 2.44137 3.09562 -4.43340
22 C -0.90520 1.05642 -2.28241
23 O -0.32166 -5.52627 4.77626
24 C 1.54702 2.04729 -1.62690
25 C -1.75971 -1.39735 2.60757
26 C 0.52134 2.01550 -0.71458
27 C 1.50750 3.51745 -5.36984
28 H 2.44608 6.74685 -5.67024
29 N -2.04081 -0.32115 1.73176
30 H -2.58349 -0.40459 4.31366
31 H 0.65184 2.38186 0.29131
32 C -1.82359 -2.33566 4.82223
33 C -2.10299 -1.30061 3.95211
34 C -1.15647 -2.56292 2.12396
35 C 3.37055 5.31013 -4.38222
36 H 3.39800 1.41417 -3.50673
37 C 1.35527 1.56556 -2.92556
38 H 4.10350 6.00365 -4.00007
39 H -0.39259 -4.50759 2.64479
40 H 2.50523 2.44167 -1.32909
41 H -2.96540 0.08128 1.79094
42 H 4.10274 3.68041 -3.21069
43 C -1.65937 1.35050 0.00168
44 O -1.20193 -4.42305 6.39836

Summary:
Net charge: +1
HOMO-LUMO gap, Ha: 0.2983
Relative energy (zero: lowest compared OMol25 entry of this formula, charge and spin), kcal per mole: 1.3
E_tot, Ha: -1622.2232
Max |F|, Eh/bohr: 0.0220
LUMO energy, eV: -3.92

Atomic partial charges in e from the Mulliken method, atoms 1 to 6: -1.713 -0.435 0.351 -0.609 -0.646 0.324

=====

DFT (wB97M-V/def2-TZVPD) results for an isolated molecule of C8H11N in a non-equilibrium geometry.

Element x y z (Å)
1 C -0.63864 1.33243 0.48796
2 H -1.31079 2.09062 1.00640
3 C 1.48851 0.99677 -0.38432
4 C 0.46737 1.85561 -0.36349
5 H 0.60439 1.10224 2.14155
6 C 0.29713 -1.17780 -0.39456
7 H -0.00242 -3.12303 -1.26157
8 H 1.95106 -0.72521 0.98290
9 H 0.43569 2.78886 -0.94475
10 H 2.33639 1.05695 -1.07320
11 C 0.60372 -2.48438 -0.60671
12 H -2.35213 0.06662 0.43701
13 H -1.33057 -1.37486 -1.46909
14 N -0.85844 -0.66236 -0.90139
15 C -1.61131 0.41927 -0.29984
16 H -2.25288 0.99976 -1.01311
17 H 1.43446 -3.06815 -0.20048
18 C 1.13307 -0.22333 0.47680
19 H -0.52249 -0.30598 1.94193
20 C 0.12787 0.43595 1.43796

Summary:
HOMO-LUMO gap, Ha: 0.3161
Relative energy (zero: lowest compared OMol25 entry of this formula, charge and spin), kcal per mole: 1.8
E_tot, Ha: -366.1352
Max |F|, Eh/bohr: 0.0454
LUMO energy, eV: 0.98

Atomic partial charges in e from the Mulliken method, atoms 1 to 6: 0.126 0.370 -0.420 -0.577 0.309 0.457